[1]
{
  "formula": "C16H38AlF3O8P",
  "method": "the ωB97M-V functional and the def2-TZVPD basis",
  "homo_lumo_gap_ev": 7.617,
  "charge": -1,
  "energy_ha": -2117.674901,
  "mol_weight_da": 473.4,
  "lumo_ev": 2.47,
  "species": ["C", "C", "Al", "C", "O", "C", "F", "F", "F", "P", "O", "H", "H", "H", "H", "H", "H", "H", "H", "H", "H", "C", "O", "C", "C", "O", "C", "C", "O", "C", "H", "H", "H", "H", "H", "H", "H", "H", "H", "H", "H", "H", "H", "H", "C", "O", "C", "C", "O", "C", "C", "O", "C", "H", "H", "H", "H", "H", "H", "H", "H", "H", "H", "H", "H", "H", "H"],
  "coordinates": [[-0.5181, -1.4872, 3.5435], [-0.7933, -1.0746, 2.0883], [-1.4954, 0.7863, 1.7782], [-1.1051, 2.1199, 3.2817], [0.1224, 1.9297, 4.0747], [1.2895, 2.1601, 3.4983], [2.0609, 1.0354, 3.5062], [1.9999, 3.0877, 4.2097], [1.2214, 2.6249, 2.2335], [-3.8695, 0.8264, 1.4401], [-4.2880, 0.9081, -0.0106], [-1.3795, -1.9581, 4.0069], [0.2815, -2.2270, 3.5863], [-0.2011, -0.6657, 4.1771], [0.0757, -1.2346, 1.4581], [-1.5478, -1.7607, 1.6973], [-0.8721, 1.3634, 0.4045], [-1.1560, 3.1423, 2.9140], [-1.8931, 2.0533, 4.0269], [-4.4551, -0.3096, 2.0791], [-4.4795, 1.8887, 2.1762], [-8.2503, 0.3464, -3.7712], [-6.8550, 0.1935, -3.8171], [-6.2207, 0.0409, -2.5446], [-5.2773, -1.1386, -2.5101], [-5.8823, -2.4242, -2.6534], [-6.4302, -2.8184, -3.8913], [-5.4379, -3.0706, -5.0093], [-4.8145, -1.8905, -5.4752], [-3.4139, -1.9637, -5.6083], [-8.5303, 1.3999, -3.6510], [-8.6604, -0.0148, -4.7172], [-8.6969, -0.2389, -2.9608], [-6.9608, -0.0591, -1.7458], [-5.6331, 0.9393, -2.3416], [-4.8282, -1.1415, -1.5168], [-4.4555, -1.0071, -3.2153], [-7.2236, -2.1433, -4.2198], [-6.9026, -3.7842, -3.6842], [-5.9903, -3.5190, -5.8475], [-4.6946, -3.7994, -4.6679], [-2.9612, -2.5537, -4.8059], [-3.0216, -0.9492, -5.5450], [-3.1304, -2.3914, -6.5777], [4.2611, 2.4999, 1.4107], [5.6733, 2.3886, 1.5122], [6.1635, 2.2514, 2.8290], [7.1384, 1.1012, 2.9783], [6.5986, -0.1946, 2.7968], [6.2005, -0.6187, 1.5055], [7.3186, -0.8606, 0.5136], [7.9745, 0.3293, 0.1117], [9.3800, 0.2707, 0.1253], [3.9494, 3.5453, 1.4928], [3.9669, 2.1239, 0.4307], [3.7609, 1.9035, 2.1657], [5.3433, 2.1263, 3.5427], [6.7013, 3.1731, 3.0937], [7.4717, 1.1136, 4.0200], [8.0288, 1.2557, 2.3642], [5.4357, 0.0357, 1.0860], [5.7266, -1.5892, 1.6731], [6.8723, -1.3232, -0.3761], [8.0323, -1.5732, 0.9419], [9.7539, -0.3150, 0.9716], [9.7539, 1.2901, 0.2246], [9.7687, -0.1549, -0.8073]],
  "forces_ev_per_angstrom": [[0.417, -0.202, -0.234], [-0.763, 0.208, 0.390], [1.027, -0.024, -0.261], [-0.669, -0.471, -0.286], [0.372, 0.301, -0.212], [-0.219, 0.018, 0.332], [-0.157, 0.407, -0.215], [-0.046, -0.237, -0.218], [0.144, -0.350, 0.440], [0.181, 0.131, -0.489], [-0.235, -0.146, -0.142], [-0.285, 0.053, 0.098], [0.125, -0.171, 0.112], [0.010, 0.204, 0.125], [0.297, 0.114, -0.064], [-0.071, -0.137, -0.218], [-0.178, 0.056, -0.032], [0.242, 0.245, 0.009], [0.013, -0.031, 0.329], [-0.189, 0.198, 0.231], [-0.138, -0.234, 0.278], [0.129, 0.066, -0.082], [-0.109, -0.279, 0.047], [0.134, 0.183, -0.110], [0.204, 0.016, 0.034], [-0.002, -0.085, 0.113], [-0.128, 0.038, 0.051], [-0.048, -0.022, -0.165], [0.033, 0.065, 0.213], [-0.069, 0.047, -0.076], [-0.079, -0.021, 0.079], [0.011, 0.057, -0.018], [-0.020, 0.016, 0.023], [-0.082, -0.033, -0.049], [0.023, -0.051, 0.198], [-0.041, 0.042, 0.030], [-0.137, 0.027, -0.185], [0.135, 0.135, -0.091], [-0.008, -0.011, -0.022], [0.002, -0.126, 0.059], [0.062, 0.052, 0.027], [0.004, -0.016, 0.005], [-0.021, 0.010, -0.046], [0.054, -0.059, 0.040], [0.228, 0.148, -0.224], [-0.024, -0.259, -0.019], [0.006, 0.192, -0.058], [0.155, 0.045, 0.035], [0.057, -0.135, 0.103], [-0.192, 0.036, -0.027], [-0.022, -0.037, -0.162], [0.012, 0.079, 0.288], [-0.066, 0.040, -0.106], [-0.091, -0.037, 0.082], [0.028, 0.061, -0.022], [-0.056, -0.054, 0.118], [-0.052, -0.046, -0.037], [-0.008, -0.034, 0.148], [-0.004, -0.004, 0.009], [-0.122, 0.030, -0.185], [0.136, 0.138, -0.063], [-0.010, -0.005, 0.004], [0.001, -0.119, 0.047], [0.053, 0.052, 0.031], [0.004, -0.020, -0.001], [-0.015, 0.006, -0.058], [0.059, -0.059, 0.046]]
}



[2]
{
  "formula": "C5H13NO2",
  "method": "the ωB97M-V functional and the def2-TZVPD basis",
  "homo_lumo_gap_ev": 8.403,
  "de_lowest_ev": 4.751,
  "charge": 0,
  "energy_ha": -403.402032,
  "mol_weight_da": 119.2,
  "lumo_ev": -1.14,
  "species": ["C", "C", "C", "N", "C", "C", "O", "H", "H", "H", "H", "H", "H", "H", "H", "H", "H", "H", "H", "H", "O"],
  "coordinates": [[-0.9394, 0.1962, -1.2451], [0.0963, 1.0753, -1.9585], [-0.6737, -0.2404, 0.1088], [0.6611, -0.3186, 0.4903], [0.9485, -0.5736, 1.9055], [1.5677, -1.0866, -0.3362], [-1.5336, -0.4720, 0.9801], [-1.9617, 0.3240, -1.5356], [-0.6473, -1.5534, -2.1456], [-0.5046, 1.9067, -2.3000], [0.5625, 0.6746, -2.8259], [0.8429, 1.3883, -1.2091], [0.4218, 0.1345, 2.5290], [2.0419, -0.4625, 1.9868], [0.7783, -1.6452, 2.1755], [1.1676, -2.1996, -0.3326], [2.5437, -1.0350, 0.0830], [1.5592, -0.9038, -1.4128], [-2.8219, 1.4157, 2.2270], [-1.8366, 1.3633, 1.1140], [-2.2726, 2.0122, 1.7014]],
  "forces_ev_per_angstrom": [[1.653, -2.931, -3.119], [-1.092, 0.396, 1.490], [0.265, -1.095, 2.686], [-0.077, 0.020, -0.224], [0.653, -0.826, -0.583], [-1.733, -2.605, -0.947], [0.449, 0.384, -1.529], [-0.408, -0.043, 0.164], [-0.691, 2.749, 1.702], [0.248, 0.677, -0.079], [0.325, -0.581, -0.487], [-0.262, 0.090, -0.602], [-0.124, -0.136, 0.202], [-0.435, 0.340, 0.284], [-0.413, 0.791, -0.023], [1.059, 1.616, 0.290], [0.808, -0.036, 0.059], [0.088, 0.701, 0.395], [0.047, 0.213, -0.022], [-0.478, 0.528, 0.602], [0.115, -0.253, -0.259]]
}



[3]
{
  "formula": "C4H8O2",
  "method": "the ωB97M-V functional and the def2-TZVPD basis",
  "homo_lumo_gap_ev": 10.722,
  "de_lowest_ev": 1.853,
  "charge": 0,
  "smiles": "OCC1(O)CC1",
  "energy_ha": -307.644323,
  "mol_weight_da": 88.1,
  "lumo_ev": 0.82,
  "species": ["O", "C", "C", "O", "C", "C", "H", "H", "H", "H", "H", "H", "H", "H"],
  "coordinates": [[-1.4282, -1.1235, -1.2507], [-0.0558, -1.0473, -0.8929], [0.0153, -0.1640, 0.3434], [-0.8258, -0.5855, 1.3784], [0.1730, 1.3307, 0.1771], [1.2488, 0.4932, 0.8330], [-1.6691, -0.2010, -1.4154], [0.5248, -0.6778, -1.7563], [0.2977, -2.0657, -0.6966], [-1.7351, -0.5447, 1.0527], [-0.4224, 1.9714, 0.8231], [0.3708, 1.7361, -0.8128], [2.1771, 0.3125, 0.3024], [1.3289, 0.5657, 1.9146]],
  "forces_ev_per_angstrom": [[-0.140, 0.200, -0.261], [0.197, -0.003, 0.168], [0.195, 0.051, -0.163], [-0.174, -0.019, 0.009], [-0.075, 0.156, -0.094], [0.232, -0.117, 0.007], [-0.270, -0.225, -0.156], [0.050, 0.183, 0.486], [-0.233, 0.157, 0.168], [0.144, -0.174, -0.004], [0.117, -0.173, -0.095], [-0.014, -0.116, 0.133], [-0.069, 0.115, 0.034], [0.039, -0.035, -0.233]]
}